The following is a DFT calculation (the ωB97M-V functional and the def2-TZVPD basis) of a cluster of 2 separate species, CH4INOS in total in a non-equilibrium geometry.

Output
Multiplicity: 1
Strongest force on any atom in eV Å⁻¹: 4.286

The geometry in XYZ format:
```
9
Properties=species:S:1:pos:R:3:forces:R:3:lowdin_charge:R:1
C -0.750 -0.477 1.417 -3.893 0.001 -1.794 -0.38
N 0.438 0.555 -2.097 1.955 -0.135 -1.844 -0.53
O 1.029 -0.552 -0.491 -0.017 -1.143 1.140 -0.73
S 0.131 -1.550 0.273 0.157 0.628 -0.710 0.85
I 0.696 2.379 -1.288 -0.020 0.318 0.054 0.66
H -1.633 0.144 0.827 2.552 -1.343 1.350 0.11
H 0.011 0.128 1.796 0.784 1.324 0.895 -0.01
H -1.329 -1.038 2.191 0.861 0.185 -0.504 0.05
H 1.407 0.410 -2.628 -2.378 0.165 1.413 0.00
```
Positions in Å, forces in eV/Å.

=====

The following is a DFT calculation (the ωB97M-V functional and the def2-TZVPD basis) of a cluster of 2 separate species, CH4INOS in total in a non-equilibrium geometry.

Output
Multiplicity: 1
Strongest force on any atom in eV Å⁻¹: 2.274

The geometry in XYZ format:
```
9
Properties=species:S:1:pos:R:3:forces:R:3:lowdin_charge:R:1
C -0.756 -0.518 0.784 2.069 0.197 -0.922 -0.24
N -0.021 -0.077 -1.612 -1.278 -1.146 0.705 -0.36
O 0.001 2.715 0.695 0.160 -0.800 -0.298 -0.24
S 0.495 0.355 -0.265 -0.221 1.060 0.735 0.41
I 2.812 -0.485 0.283 0.092 -0.297 0.222 0.32
H -0.840 -1.466 0.356 -0.032 -1.566 -0.860 0.03
H -0.549 -0.647 1.816 0.180 0.768 0.912 0.05
H -1.548 0.055 0.430 -1.901 1.000 0.323 0.02
H 0.406 0.067 -2.486 0.931 0.784 -0.818 0.00
```
Positions in Å, forces in eV/Å.

=====

The following is a DFT calculation (the ωB97M-V functional and the def2-TZVPD basis) of a cluster of 2 separate species, CH4INS in total in a non-equilibrium geometry.

Output
Multiplicity: 1
Strongest force on any atom in eV Å⁻¹: 1.467

The geometry in XYZ format:
```
8
Properties=species:S:1:pos:R:3:forces:R:3:lowdin_charge:R:1
C 0.614 0.910 0.117 -0.214 -0.293 0.092 -0.36
N 0.479 -1.576 -0.494 0.667 -0.528 -1.195 -0.38
S -0.082 -0.681 0.634 -0.772 1.046 0.600 0.71
I -3.489 0.270 0.105 0.624 -0.143 0.090 -0.08
H 0.163 1.201 -0.827 -0.070 -0.008 -0.044 0.04
H 1.685 0.785 -0.008 0.052 -0.066 0.054 0.04
H 0.396 1.646 0.883 -0.062 0.070 0.103 0.04
H 0.234 -2.556 -0.409 -0.225 -0.077 0.299 -0.01
```
Positions in Å, forces in eV/Å.

=====

The following is a DFT calculation (the ωB97M-V functional and the def2-TZVPD basis) of a cluster of 2 separate species, CH4INS in total in a non-equilibrium geometry.

Output
Multiplicity: 3
Strongest force on any atom in eV Å⁻¹: 2.025

The geometry in XYZ format:
```
8
Properties=species:S:1:pos:R:3:forces:R:3:lowdin_charge:R:1
C 0.423 -0.507 0.583 -0.702 -0.982 1.280 -0.36
N 1.586 0.198 0.882 1.186 1.249 1.066 -0.63
S 0.545 2.899 -0.002 0.174 0.109 -0.058 0.36
I 3.300 -0.148 -0.093 -0.322 -0.291 -0.106 0.73
H 0.334 -0.723 -0.436 -0.279 -0.845 -1.669 0.04
H 0.328 -1.426 1.229 0.254 0.470 -0.694 0.11
H -0.430 0.104 0.867 -0.126 0.268 0.143 0.06
H -0.778 3.051 0.104 -0.184 0.022 0.038 -0.30
```
Positions in Å, forces in eV/Å.

=====

The following is a DFT calculation (the ωB97M-V functional and the def2-TZVPD basis) of the molecule CH4IOP in a non-equilibrium geometry.

Output
Multiplicity: 1
Strongest force on any atom in eV Å⁻¹: 2.360
SMILES: POCI

The geometry in XYZ format:
```
8
Properties=species:S:1:pos:R:3:forces:R:3:lowdin_charge:R:1
P 1.271 -0.275 -0.741 1.848 -0.025 -0.032 0.77
O 0.315 0.449 0.388 0.927 1.028 0.251 -0.60
C -1.009 0.255 0.497 0.198 -0.795 -2.214 -0.57
I -2.208 0.429 -1.531 0.635 0.253 1.196 0.48
H 2.513 0.553 -0.401 -1.516 -1.250 -0.215 -0.05
H 1.704 -1.525 -0.048 -0.284 1.188 -0.234 -0.08
H -1.400 0.881 1.235 -0.936 1.040 0.697 0.05
H -1.187 -0.769 0.602 -0.871 -1.438 0.552 0.01
```
Positions in Å, forces in eV/Å.

=====

The following is a DFT calculation (the ωB97M-V functional and the def2-TZVPD basis) of a structure of composition CH4IP in a non-equilibrium geometry.

Output
Multiplicity: 1
Strongest force on any atom in eV Å⁻¹: 3.338

The geometry in XYZ format:
```
7
Properties=species:S:1:pos:R:3:forces:R:3:lowdin_charge:R:1
C -0.649 0.206 -0.391 1.668 1.545 1.560 -0.52
P 0.546 -1.150 0.098 -1.161 1.427 2.722 0.27
I 2.659 -0.056 -0.306 0.328 0.137 -0.103 0.24
H -1.507 0.052 0.176 -1.520 -0.645 1.729 -0.02
H -1.133 0.358 -1.300 0.264 -0.395 -2.460 0.00
H -0.306 1.220 -0.053 0.004 -0.957 -0.330 0.03
H 0.390 -0.630 1.776 0.417 -1.113 -3.119 0.00
```
Positions in Å, forces in eV/Å.

=====

The following is a DFT calculation (the ωB97M-V functional and the def2-TZVPD basis) of the molecule CH4N2 in a non-equilibrium geometry.

Output
Multiplicity: 1
Strongest force on any atom in eV Å⁻¹: 3.634
SMILES: [H]/N=C/N

The geometry in XYZ format:
```
7
Properties=species:S:1:pos:R:3:forces:R:3:lowdin_charge:R:1
H -1.572 0.438 -1.182 -0.947 0.718 -1.831 0.01
N -1.159 0.589 -0.310 -0.788 -0.130 1.407 0.06
C -0.035 0.044 -0.347 3.056 -0.824 -1.422 -0.47
N 0.671 -0.207 0.780 0.881 -0.530 0.565 0.03
H 0.602 -0.127 -1.245 -0.927 -0.464 0.004 0.12
H 1.478 -0.947 0.846 -2.679 2.450 0.156 0.15
H 0.015 0.210 1.459 1.403 -1.220 1.122 0.10
```
Positions in Å, forces in eV/Å.

=====

The following is a DFT calculation (the ωB97M-V functional and the def2-TZVPD basis) of the molecule CH4N2 in a non-equilibrium geometry.

Output
Multiplicity: 1
Strongest force on any atom in eV Å⁻¹: 4.083
SMILES: [H]/N=C/N

The geometry in XYZ format:
```
7
Properties=species:S:1:pos:R:3:forces:R:3:lowdin_charge:R:1
H 0.291 -1.905 0.524 -1.138 0.576 1.106 0.04
N 0.320 -0.903 0.774 1.546 -0.025 -0.492 0.02
C -0.337 -0.214 -0.064 0.452 -0.330 -0.692 -0.39
N 0.052 1.044 -0.527 -3.014 -2.470 -1.218 0.08
H -1.251 -0.652 -0.461 0.028 0.277 -1.060 0.10
H -0.208 1.298 -1.482 0.119 0.229 1.178 0.10
H 0.591 1.553 0.072 2.006 1.743 1.178 0.04
```
Positions in Å, forces in eV/Å.

=====

Table of energy above the lowest of the compared OMol25 structures with the same formula, charge and spin (kJ/mol), in record order: 302.6 544.8 141.3 162.5 120.5 117.5 175.0 180.3